Record 1
DFT (ωB97M-V with the def2-TZVPD basis set) results for 9 unconnected molecules or ions with the total composition C54H56BClFN10O21P2S.

Computed properties:
**Total charge**: -1
**Max |F|**: 5.95 eV Å⁻¹
**LUMO energy**: -0.0043 Ha

Each line ends with the Löwdin charge.
Positions of all 147 atoms, in Å:
N: 7.230 1.888 0.977  -0.336
P: 5.749 2.413 0.565  0.769
B: 4.386 1.818 1.849  -1.056
C: 3.541 3.212 2.065  -0.153
C: 2.011 3.021 2.623  -0.209
C: 0.949 2.403 1.525  -0.243
C: -0.227 1.615 2.384  -0.248
S: -1.453 0.695 1.267  0.517
O: -1.393 -0.841 1.505  -0.447
O: -2.896 1.288 1.508  -0.469
Cl: -0.964 1.204 -0.722  0.348
O: 3.718 0.611 1.324  -0.072
C: 3.596 -0.354 2.455  -0.213
F: 2.755 0.010 3.620  -0.092
C: 5.172 -0.218 2.995  -0.307
P: 6.090 -1.190 1.578  0.942
N: 7.845 -1.369 2.023  -0.216
O: 5.365 -2.790 1.375  -0.385
O: 5.233 1.280 2.931  -0.106
H: 7.628 1.307 0.179  -0.087
H: 5.803 3.867 0.551  -0.028
H: 5.408 1.992 -0.793  -0.013
H: 3.571 3.812 1.061  0.085
H: 4.115 3.859 2.885  0.113
H: 1.945 2.440 3.663  0.123
H: 1.611 4.118 2.873  0.105
H: 0.387 3.266 0.923  0.114
H: 1.433 1.712 0.713  0.099
H: -0.804 2.452 3.002  0.138
H: 0.199 0.841 3.154  0.114
H: 3.205 -1.441 2.207  0.155
H: 5.390 -0.692 4.043  0.132
H: 8.353 -0.918 1.218  -0.014
H: 8.073 -2.384 2.112  0.013
H: 4.737 -2.995 2.128  0.035
C: -2.159 -1.465 4.516  -0.063
C: -1.844 -2.268 5.613  -0.058
C: -2.523 -2.100 6.822  -0.004
C: -3.523 -1.123 6.920  -0.148
C: -3.836 -0.310 5.823  0.001
C: -3.148 -0.485 4.620  -0.059
N: -4.257 -0.959 8.180  -0.329
O: -3.938 -1.684 9.134  0.053
O: -5.157 -0.107 8.217  0.052
H: -1.631 -1.604 3.575  0.080
H: -1.071 -3.029 5.525  0.109
H: -2.265 -2.734 7.668  0.116
H: -4.606 0.456 5.886  0.117
H: -3.386 0.139 3.761  0.089
C: 8.691 0.619 -5.718  -0.081
C: 9.159 1.774 -5.088  -0.072
C: 9.194 1.845 -3.694  0.012
C: 8.761 0.747 -2.938  -0.129
C: 8.284 -0.410 -3.568  0.000
C: 8.251 -0.468 -4.962  -0.076
N: 8.819 0.806 -1.472  -0.321
O: 9.230 1.854 -0.952  0.055
O: 8.459 -0.197 -0.839  0.007
H: 8.671 0.567 -6.805  0.101
H: 9.499 2.618 -5.684  0.061
H: 9.561 2.751 -3.218  0.120
H: 7.940 -1.267 -2.993  0.120
H: 7.885 -1.363 -5.461  0.104
C: -5.223 -2.557 1.859  -0.048
C: -5.066 -3.899 1.510  -0.085
C: -6.036 -4.835 1.873  0.006
C: -7.167 -4.414 2.586  -0.140
C: -7.324 -3.068 2.945  -0.007
C: -6.346 -2.142 2.578  -0.050
N: -8.203 -5.389 2.948  -0.320
O: -8.019 -6.573 2.629  0.065
O: -9.204 -4.972 3.549  0.043
H: -4.467 -1.830 1.569  0.110
H: -4.188 -4.215 0.951  0.102
H: -5.899 -5.877 1.593  0.122
H: -8.194 -2.728 3.502  0.104
H: -6.460 -1.095 2.850  0.112
C: 5.807 8.781 5.769  -0.081
C: 6.104 7.450 5.474  -0.064
C: 5.076 6.511 5.365  0.011
C: 3.748 6.920 5.551  -0.138
C: 3.448 8.254 5.855  -0.007
C: 4.484 9.183 5.964  -0.078
N: 2.661 5.943 5.413  -0.315
O: 2.968 4.768 5.161  0.064
O: 1.498 6.349 5.551  0.053
H: 6.611 9.511 5.848  0.104
H: 7.137 7.144 5.325  0.111
H: 5.323 5.477 5.134  0.124
H: 2.422 8.584 6.006  0.116
H: 4.261 10.222 6.197  0.104
C: -4.798 -3.813 -1.850  -0.055
C: -5.549 -3.972 -3.016  -0.051
C: -4.975 -3.706 -4.260  0.005
C: -3.640 -3.284 -4.326  -0.145
C: -2.886 -3.116 -3.157  0.004
C: -3.472 -3.382 -1.918  -0.056
N: -3.022 -3.027 -5.633  -0.328
O: -3.728 -3.168 -6.643  0.050
O: -1.830 -2.688 -5.651  0.061
H: -5.249 -4.027 -0.882  0.076
H: -6.583 -4.306 -2.955  0.059
H: -5.573 -3.834 -5.159  0.115
H: -1.850 -2.784 -3.193  0.121
H: -2.894 -3.258 -1.005  0.105
C: -10.584 -2.168 1.890  -0.071
C: -10.589 -0.821 2.254  -0.062
C: -11.036 0.146 1.351  0.001
C: -11.483 -0.250 0.083  -0.145
C: -11.471 -1.601 -0.288  -0.001
C: -11.019 -2.559 0.622  -0.055
N: -11.978 0.759 -0.861  -0.328
O: -11.955 1.946 -0.503  0.059
O: -12.395 0.366 -1.960  0.054
H: -10.239 -2.919 2.599  0.081
H: -10.247 -0.524 3.243  0.110
H: -11.034 1.192 1.650  0.119
H: -11.810 -1.922 -1.271  0.116
H: -11.009 -3.610 0.345  0.111
C: -11.217 -4.653 -6.932  -0.072
C: -10.468 -3.685 -6.261  -0.063
C: -9.722 -4.035 -5.133  0.005
C: -9.731 -5.364 -4.687  -0.138
C: -10.488 -6.336 -5.354  0.000
C: -11.232 -5.973 -6.479  -0.067
N: -8.929 -5.743 -3.518  -0.299
O: -8.287 -4.851 -2.944  0.022
O: -8.935 -6.934 -3.174  0.079
H: -11.793 -4.376 -7.813  0.108
H: -10.463 -2.658 -6.618  0.111
H: -9.143 -3.269 -4.621  0.122
H: -10.507 -7.370 -5.016  0.119
H: -11.821 -6.721 -7.006  0.108
C: 15.131 2.857 -7.054  -0.075
C: 15.167 4.146 -6.520  -0.069
C: 13.980 4.795 -6.177  0.001
C: 12.756 4.139 -6.369  -0.134
C: 12.716 2.847 -6.912  0.006
C: 13.910 2.210 -7.255  -0.065
N: 11.506 4.805 -5.987  -0.300
O: 11.581 5.955 -5.527  0.076
O: 10.447 4.180 -6.141  0.031
H: 16.060 2.353 -7.315  0.107
H: 16.122 4.644 -6.369  0.108
H: 14.025 5.799 -5.762  0.119
H: 11.773 2.328 -7.072  0.116
H: 13.890 1.206 -7.674  0.109

Record 2
DFT (ωB97M-V with the def2-TZVPD basis set) results for a molecular structure, C54H56F18N8O18PdS6.

Computed properties:
**Spin multiplicity**: 3
**Total charge**: +4
**Max |F|**: 4.46 eV Å⁻¹
**LUMO energy (alpha / beta)**: -0.3506 / -0.3506 Ha

Each line ends with the Löwdin charge.
Positions of all 161 atoms, in Å:
Pd: 0.434 -2.408 1.004  1.122
C: -5.090 6.772 -2.250  0.016
N: -5.150 5.421 -1.709  -0.108
C: -6.388 4.921 -1.677  0.047
C: -6.566 3.646 -1.094  0.075
C: -5.451 2.932 -0.717  -0.111
C: -4.190 3.541 -0.811  0.064
C: -4.019 4.849 -1.234  0.030
C: -5.594 1.571 -0.116  -0.136
C: -4.756 0.495 -0.412  0.060
C: -5.063 -0.766 0.155  0.083
N: -6.187 -0.986 0.934  -0.035
C: -6.933 0.110 1.282  0.023
C: -6.608 1.383 0.829  0.022
C: -6.692 -2.300 1.419  0.059
H: -5.309 6.644 -3.310  0.120
H: -4.024 6.998 -2.232  0.093
H: -5.639 7.630 -1.861  0.126
H: -7.176 5.602 -1.963  0.159
H: -7.552 3.240 -0.926  0.140
H: -3.290 3.049 -0.474  0.118
H: -3.072 5.324 -1.442  0.140
H: -3.990 0.635 -1.160  0.110
H: -4.288 -1.519 0.153  0.126
H: -7.769 -0.206 1.888  0.143
H: -7.162 2.134 1.373  0.135
H: -6.683 -3.065 0.643  0.119
H: -7.691 -2.305 1.854  0.108
H: -5.928 -2.521 2.164  0.118
C: -0.903 4.139 2.604  0.030
N: -0.131 4.294 1.390  -0.068
C: 0.177 5.524 0.919  0.042
C: 0.741 5.709 -0.405  0.045
C: 0.950 4.636 -1.279  -0.118
C: 0.570 3.400 -0.710  0.053
C: 0.044 3.232 0.587  0.019
C: 1.634 4.763 -2.597  -0.118
C: 1.376 3.867 -3.607  0.038
C: 2.238 3.813 -4.651  0.019
N: 3.132 4.828 -4.838  -0.073
C: 3.367 5.876 -3.946  0.094
C: 2.628 5.775 -2.694  0.086
C: 3.994 4.802 -6.100  0.060
H: -0.268 3.751 3.401  0.111
H: -1.646 3.352 2.472  0.095
H: -1.425 5.042 2.920  0.113
H: 0.028 6.328 1.624  0.143
H: 0.946 6.714 -0.745  0.119
H: 0.668 2.470 -1.252  0.092
H: -0.283 2.236 0.848  0.118
H: 0.649 3.075 -3.503  0.131
H: 2.173 3.049 -5.411  0.155
H: 4.226 6.505 -4.126  0.145
H: 2.901 6.335 -1.812  0.125
H: 4.221 3.743 -6.222  0.104
H: 4.955 5.284 -5.919  0.109
H: 3.337 5.191 -6.878  0.115
C: 0.339 -6.167 -3.423  0.017
N: 0.031 -5.481 -4.688  -0.041
C: -0.309 -6.162 -5.777  0.057
C: -0.692 -5.402 -6.933  0.051
C: -0.649 -3.993 -6.965  -0.126
C: -0.182 -3.343 -5.783  0.072
C: 0.157 -4.147 -4.678  0.034
C: -1.051 -3.205 -8.209  -0.098
C: -2.328 -3.460 -8.698  0.064
C: -2.747 -2.739 -9.863  0.103
N: -1.904 -1.704 -10.311  -0.094
C: -0.742 -1.393 -9.737  -0.032
C: -0.282 -2.108 -8.697  0.042
C: -2.431 -0.795 -11.310  0.018
H: -0.191 -7.098 -3.226  0.120
H: 0.229 -5.459 -2.601  0.072
H: 1.346 -6.583 -3.465  0.118
H: -0.374 -7.239 -5.722  0.157
H: -0.872 -5.906 -7.871  0.125
H: -0.191 -2.264 -5.741  0.113
H: 0.602 -3.678 -3.813  0.122
H: -3.004 -4.222 -8.342  0.139
H: -3.607 -2.897 -10.496  0.147
H: -0.201 -0.477 -9.921  0.157
H: 0.731 -1.967 -8.351  0.141
H: -3.046 -1.343 -12.024  0.117
H: -1.626 -0.292 -11.845  0.111
H: -2.901 -0.010 -10.717  0.119
C: 0.409 0.801 5.466  0.054
N: 1.577 0.942 6.424  -0.022
C: 2.734 1.143 5.852  -0.032
C: 3.940 1.047 6.476  0.067
C: 3.960 0.723 7.845  -0.080
C: 2.672 0.488 8.431  0.040
C: 1.497 0.566 7.730  0.040
C: 5.205 0.641 8.735  -0.094
C: 5.569 -0.520 9.421  0.057
C: 6.711 -0.563 10.247  0.062
N: 7.472 0.577 10.393  -0.088
C: 7.200 1.753 9.688  0.046
C: 6.103 1.759 8.829  0.053
C: 8.451 0.616 11.481  0.028
H: -0.334 0.047 5.730  0.113
H: 0.738 0.548 4.458  0.058
H: -0.011 1.776 5.220  0.090
H: 2.642 1.340 4.794  0.117
H: 4.812 1.179 5.852  0.144
H: 2.621 0.299 9.493  0.132
H: 0.577 0.441 8.283  0.157
H: 4.976 -1.408 9.255  0.142
H: 6.944 -1.380 10.914  0.153
H: 7.951 2.525 9.760  0.145
H: 6.091 2.602 8.154  0.129
H: 7.939 0.771 12.431  0.120
H: 9.151 1.428 11.285  0.112
H: 8.823 -0.405 11.562  0.111
C: 0.026 -0.234 -3.049  -0.623
F: 1.082 0.521 -2.780  0.116
F: -0.602 0.362 -4.164  0.050
F: 0.441 -1.437 -3.326  0.163
S: -1.075 -0.320 -1.528  0.555
O: -0.312 -1.005 -0.491  -0.343
O: -1.311 1.112 -1.280  -0.359
O: -2.250 -1.073 -2.041  -0.305
C: 3.279 1.469 0.989  -0.663
F: 2.671 1.576 -0.174  0.127
F: 4.453 0.866 0.786  0.152
F: 3.468 2.642 1.565  0.147
S: 2.165 0.265 2.001  0.582
O: 1.983 -0.964 1.156  -0.374
O: 2.949 -0.018 3.201  -0.298
O: 0.922 0.968 2.233  -0.343
C: 3.997 -2.386 -1.523  -0.612
F: 4.480 -1.867 -0.365  0.091
F: 3.402 -1.404 -2.147  0.139
F: 5.140 -2.795 -2.161  0.086
S: 2.964 -3.964 -1.106  0.507
O: 2.488 -4.407 -2.367  -0.318
O: 3.833 -4.852 -0.356  -0.253
O: 1.885 -3.424 -0.274  -0.389
C: -2.108 -6.149 0.216  -0.538
F: -2.910 -6.960 -0.553  0.086
F: -2.639 -6.030 1.454  0.112
F: -0.894 -6.715 0.363  0.122
S: -2.104 -4.324 -0.625  0.571
O: -3.521 -3.910 -0.480  -0.351
O: -1.139 -3.510 0.136  -0.415
O: -1.753 -4.542 -2.028  -0.345
C: -2.675 0.300 2.842  -0.608
F: -1.947 1.104 3.591  0.120
F: -3.944 0.453 3.161  0.142
F: -2.571 0.590 1.493  0.054
S: -1.982 -1.547 3.050  0.554
O: -2.871 -2.397 2.273  -0.299
O: -0.565 -1.464 2.591  -0.407
O: -2.098 -1.789 4.479  -0.295
C: 0.139 -5.842 3.882  -0.583
F: -0.977 -5.065 3.965  0.095
F: 0.274 -6.523 5.045  0.125
F: 0.098 -6.681 2.832  0.121
S: 1.555 -4.582 3.611  0.585
O: 1.086 -3.676 2.524  -0.439
O: 1.648 -3.875 4.878  -0.341
O: 2.821 -5.257 3.125  -0.334

Calculated total energy across the listed records, respectively: -160109.01732, -223047.18183 eV.